Formula: C21H47N4O11S3
Source: the Open Molecules 2025 dataset
Level of theory: ωB97M-V/def2-TZVPD

ORCA input file:
```
! RIJCOSX wB97M-V def2-TZVPD def2/J DEFGRID3
* xyz -1 1
N 6.8273 -2.4842 -2.5048
S 8.0296 -2.4534 -1.2292
O 7.8831 -3.6338 -0.2980
O 9.3555 -2.6528 -1.9569
N 8.1420 -0.9293 -0.4631
S 6.7834 -0.5824 0.5162
O 7.2427 0.4948 1.5015
O 6.3001 -1.7356 1.3697
C 5.3746 0.2227 -0.4305
C 4.0760 -0.7029 -0.5522
C 2.6805 0.0815 -0.4814
C 2.2653 0.8203 -1.8629
C 0.6395 0.6965 -1.9609
C 0.2955 -0.5278 -2.9412
C -0.8209 -1.5380 -2.3423
S -2.5047 -0.7728 -2.1987
C -3.4364 -1.4474 -0.7717
N -4.8016 -1.8812 -0.9490
N -5.2759 -2.2972 0.2685
C -4.1970 -2.1276 1.2008
O -3.0371 -1.5989 0.5801
H 6.0652 -3.1271 -2.2548
H 6.5003 -1.5298 -2.7000
H 5.1122 1.2093 0.0986
H 5.7843 0.4867 -1.4599
H 4.1228 -1.2104 -1.5822
H 4.0216 -1.5366 0.2420
H 2.5911 0.7798 0.4244
H 1.8679 -0.7265 -0.3199
H 2.5873 1.9158 -1.8477
H 2.7860 0.3369 -2.7680
H 0.2109 0.5904 -0.9103
H 0.2841 1.7017 -2.4063
H 1.2434 -1.1652 -3.0640
H -0.0346 -0.1158 -3.9527
H -0.4552 -2.0642 -1.3880
H -0.9134 -2.3821 -3.1265
H -4.2795 -2.3604 2.3133
C -3.7248 -0.7567 -5.3107
O -2.6436 -1.6457 -5.5613
C -3.0235 -2.7409 -6.3916
C -2.5401 -2.5426 -7.8235
O -3.2227 -1.4614 -8.4557
C -2.4289 -0.2850 -8.5173
H -3.3240 0.1439 -4.8430
H -4.2364 -0.4715 -6.2340
H -4.4347 -1.2250 -4.6238
H -4.1072 -2.8972 -6.3616
H -2.5435 -3.6342 -5.9790
H -2.7703 -3.4441 -8.3997
H -1.4559 -2.3918 -7.8533
H -1.6389 -0.4092 -9.2654
H -1.9859 -0.0431 -7.5484
H -3.0709 0.5429 -8.8239
C 3.6534 1.2378 3.5239
O 2.5344 2.0056 3.0900
C 1.4093 1.8594 3.9518
C 1.2528 3.0689 4.8663
O 2.3196 3.1469 5.8091
C 3.2854 4.1252 5.4511
H 4.5244 1.5441 2.9418
H 3.8684 1.3993 4.5834
H 3.4639 0.1764 3.3425
H 1.4796 0.9340 4.5339
H 0.5245 1.7868 3.3103
H 0.3281 2.9571 5.4414
H 1.1772 3.9929 4.2834
H 2.8772 5.1279 5.6174
H 3.6008 4.0222 4.4104
H 4.1573 3.9937 6.0943
C -6.1741 2.5664 5.7595
O -5.1157 1.7973 6.3135
C -5.4092 0.4019 6.3260
C -4.6837 -0.3257 5.2002
O -5.1932 0.0569 3.9239
C -4.3381 0.9746 3.2546
H -5.8096 3.5830 5.6016
H -6.5077 2.1628 4.7999
H -7.0139 2.5971 6.4596
H -6.4896 0.2286 6.2726
H -5.0531 0.0108 7.2845
H -4.8623 -1.4005 5.3049
H -3.6033 -0.1567 5.2572
H -3.4427 0.4542 2.8988
H -4.0500 1.8067 3.9010
H -4.8743 1.3731 2.3914
*
```

As for the energy: -3069.287138 a.u. The HOMO energy comes out at -5.91 eV.